Density functional theory data (ωB97M-V/def2-TZVPD) for a structure of composition C12H20BF4IrN5O5P at a distorted geometry.

The geometry in XYZ format:
```
49
Properties=species:S:1:pos:R:3
Ir -0.277 0.187 0.081
N -2.757 -3.040 -3.423
C -1.527 -2.571 -2.694
P -1.986 -2.508 -0.895
O -3.383 -2.993 -0.838
O -1.740 -1.089 -0.330
C -1.001 -3.773 0.024
N -1.899 -4.305 1.097
H -3.490 -3.225 -2.704
H -2.592 -3.896 -3.961
H -3.114 -2.335 -4.075
H -1.241 -1.587 -3.059
H -0.707 -3.258 -2.892
H -0.088 -3.392 0.480
H -0.744 -4.590 -0.649
H -1.696 -5.285 1.315
H -2.882 -4.229 0.788
H -1.764 -3.738 1.958
F 2.485 -0.127 0.055
B 3.291 -0.070 -1.026
F 3.347 1.055 -1.678
F 4.001 -1.113 -1.326
F 0.237 -0.211 -1.690
O 0.505 1.477 1.484
C 0.364 0.640 2.431
C 0.644 0.706 3.881
C 0.172 -0.688 4.337
C -0.397 -1.363 3.102
O -0.908 -2.443 3.008
N -0.192 -0.491 2.008
H 0.086 1.533 4.329
H 1.703 0.909 4.057
H -0.592 -0.663 5.115
H 0.991 -1.307 4.711
N -2.162 6.402 -2.984
C -2.828 5.481 -2.273
O -3.997 5.496 -1.995
C -2.120 4.238 -1.779
C -1.416 3.388 -2.625
C -0.881 2.221 -2.120
N -1.028 1.894 -0.823
C -1.712 2.717 0.000
C -2.284 3.880 -0.446
H -2.659 7.214 -3.317
H -1.166 6.363 -3.118
H -1.285 3.613 -3.673
H -0.307 1.551 -2.735
H -1.799 2.415 1.034
H -2.855 4.498 0.232
```

Output
⟨S²⟩: 0.786
E_LUMO (spin up / spin down): -0.3636 / -0.5013 Ha
Kohn-Sham gap (spin up / spin down): 8.40 / 3.00 eV
energy above the lowest of the compared OMol25 structures with the same formula, charge and spin: 0.743 eV
spin multiplicity: 2
charge: +3



Density functional theory data (ωB97M-V/def2-TZVPD) for a structure of composition C12H20Br12O4S2 at a distorted geometry.

The geometry in XYZ format:
```
50
Properties=species:S:1:pos:R:3
C -15.018 32.034 13.612
Br -15.075 30.387 14.687
Br -16.763 32.850 13.546
Br -14.360 31.595 11.847
H -14.339 32.781 14.003
C -11.267 30.177 14.223
Br -10.044 28.750 14.763
Br -11.103 30.593 12.337
Br -11.189 31.711 15.461
H -12.245 29.750 14.395
C -17.668 35.797 15.436
Br -18.099 34.268 16.587
Br -16.094 36.786 16.024
Br -19.229 36.965 15.454
H -17.541 35.432 14.429
C -13.270 35.742 13.834
Br -11.592 34.759 14.193
Br -13.850 35.410 12.025
Br -13.092 37.602 14.179
H -14.034 35.324 14.480
C -13.789 32.665 19.778
C -14.664 33.950 20.004
C -15.224 34.474 18.671
S -14.071 33.855 17.415
O -12.837 34.606 17.570
O -14.710 33.767 16.111
C -13.928 32.290 18.275
H -14.042 31.806 20.395
H -12.718 32.793 19.941
H -14.024 34.732 20.410
H -15.447 33.740 20.727
H -15.272 35.557 18.600
H -16.211 34.058 18.476
H -13.084 31.726 17.880
H -14.840 31.696 18.222
C -13.931 29.839 8.791
C -14.207 29.745 7.290
C -13.881 28.311 6.880
S -14.427 27.287 8.306
O -13.327 26.426 8.681
O -15.735 26.747 7.984
C -14.577 28.657 9.510
H -14.181 30.849 9.109
H -12.849 29.680 8.864
H -13.685 30.526 6.745
H -15.292 29.832 7.170
H -12.830 28.103 6.680
H -14.432 27.963 6.008
H -14.145 28.258 10.425
H -15.647 28.786 9.679
```

Output
E_LUMO: -0.0160 Ha
Kohn-Sham gap: 9.51 eV
energy above the lowest of the compared OMol25 structures with the same formula, charge and spin: 0.190 eV